Record 1
# C21H36BN3O10S

C21H36BN3O10S as an isolated structure at a distorted geometry (ωB97M-V/def2-TZVPD, OMol25).

- Charge: 0
- HOMO: -8.80 eV
- E_tot: -58818.203 eV
- Max |F|: 4.40 eV/A
- LUMO energy: -1.02 eV

Each line ends with the Löwdin charge.
Geometry (Å):
S 4.93335 -3.02258 -1.22353  0.95
O 0.66164 -3.33594 3.50877  0.10
O 1.08985 -5.47395 2.88814  0.04
O 0.60112 1.80939 6.06602  0.12
O -4.71816 5.60907 -3.39762  0.03
O 3.29298 -0.93638 -6.14090  0.11
O 0.46589 0.63589 8.00082  0.00
O -2.75212 4.89880 -3.96885  0.00
O -3.03195 7.11422 -3.58399  0.12
O 0.49267 -0.45495 6.12847  0.03
O -0.28058 -5.12691 4.52777  0.01
N 2.92179 -3.47301 -6.04043  0.11
N 4.57425 -2.81017 -2.85784  -0.22
N 3.51009 -2.60710 -0.44854  -0.25
C -1.19278 -1.13398 -2.28510  -0.19
C 2.58091 -2.25039 -1.40516  -0.28
C -6.09824 7.39352 -4.30068  -0.07
C 0.52187 0.76827 6.66716  -0.60
C -0.99763 1.37731 -3.13985  -0.11
C 1.99824 -4.99740 1.88461  -0.21
C 0.50241 -4.52701 3.62373  -0.58
C 3.34413 -4.65515 2.49019  -0.06
C 0.31493 -1.53137 -2.35206  -0.17
C 0.55863 1.87083 8.70950  -0.05
C -1.39539 5.17051 -4.32029  -0.04
C 1.14472 -1.83627 -1.20306  0.03
C 0.57793 -0.50310 4.69496  -0.21
C -1.46161 0.38751 -1.98500  -0.24
C -0.91922 -4.22398 5.43217  -0.04
C 3.25534 -2.38754 -2.77410  -0.30
C -5.62546 6.66562 -3.05818  -0.22
C 0.95653 -1.61368 -3.73323  0.01
C 2.01347 -0.35254 4.23532  -0.06
C -3.45768 5.98906 -3.63801  -0.60
C 2.33607 -2.01473 -3.90168  -0.05
B 2.89562 -2.09342 -5.43239  -0.49
H 0.20102 -1.47962 4.39126  0.08
H -0.91105 0.82706 -4.11242  0.07
H -2.58780 0.49995 -1.91614  0.11
H 0.35639 1.66558 9.75973  0.09
H 1.57257 -4.14787 1.34677  0.11
H -1.45716 -3.44120 4.89623  0.10
H -0.07100 0.24928 4.24052  0.13
H 2.66723 -0.76564 -6.87238  0.11
H -1.08309 0.69089 -0.96546  0.11
H -6.51019 6.68766 -5.02532  0.08
H 3.40580 -4.04328 -5.32574  0.07
H 1.56740 2.27701 8.62095  0.10
H 3.73681 -5.50163 3.05855  0.08
H -6.86261 8.13035 -4.04885  0.08
H 3.26409 -3.81673 3.18489  0.07
H -0.18169 -3.78838 6.10822  0.10
H 1.93922 -3.78539 -5.95156  0.07
H 4.05936 -4.38752 1.71213  0.05
H -1.70266 -1.81555 -1.54044  0.12
H 2.08897 -0.48866 3.15532  0.08
H 2.40543 0.63535 4.48646  0.07
H -1.64364 -1.39899 -3.28624  0.11
H -1.35516 5.69486 -5.27619  0.10
H 0.72267 -1.79018 -0.17277  0.11
H -0.17700 2.59034 8.34900  0.10
H 0.34905 -1.36659 -4.63685  0.11
H 2.11829 -5.80717 1.16343  0.13
H -6.47733 6.19676 -2.56348  0.12
H -0.88144 4.21611 -4.42508  0.08
H 2.65362 -1.08560 4.73153  0.08
H -0.89273 5.74898 -3.54479  0.10
H -1.80913 2.14501 -3.27447  0.06
H -0.03875 1.86182 -2.82224  0.08
H -5.17206 7.35092 -2.33910  0.12
H -5.27142 7.90944 -4.79223  0.08
H -1.63565 -4.79586 6.01962  0.09



Record 2
# C21H36BN4O4Os

C21H36BN4O4Os as an isolated structure (ωB97M-V/def2-TZVPD, OMol25).

- ΔE to the lowest compared entry with this formula, charge and spin: 38.4 kJ/mol
- Charge: +3
- HOMO (alpha / beta): -16.50 / -16.52 eV
- 2S+1: 5
- E_tot: -39631.631 eV
- Max |F|: 0.14 eV/A
- LUMO energy (alpha / beta): -8.21 / -9.91 eV

Each line ends with the Löwdin charge.
Geometry (Å):
Os 0.92844 -0.06633 1.50329  1.53
O -1.49319 2.67968 0.29176  0.29
O -0.33868 2.44952 2.20861  0.08
O -1.69875 1.33549 -1.64446  0.30
O 0.16099 0.91355 -0.34160  -0.01
N 0.92932 -2.31337 0.87798  -0.15
N -1.16430 4.85334 3.18777  0.12
N 0.56981 -1.12470 3.43894  -0.18
N 3.01444 -0.77505 2.08030  -0.17
C 1.79508 -0.86879 4.25135  -0.17
C -1.61359 -2.56900 -5.31221  -0.03
C 1.23935 -0.66133 -2.01881  0.00
C 0.23337 0.14925 -1.56576  -0.18
C -2.39588 5.04859 4.07803  -0.06
C -0.13303 -1.04690 -4.01996  -0.12
C -3.46114 4.22803 3.37737  -0.13
C 0.83074 -2.57676 -5.79822  -0.06
C 0.27662 -2.58285 3.25176  -0.15
C -1.11855 -0.17978 -3.52332  0.10
C -1.07112 3.07997 1.47936  -0.39
C 3.37424 -1.81683 1.07537  -0.17
C -0.89803 0.40157 -2.30422  -0.14
C 1.02445 -1.25970 -3.26357  0.02
C -0.05379 -2.92296 1.80562  -0.17
C -1.64148 4.44796 1.81186  -0.12
C 3.04315 -1.27657 3.48523  -0.16
C -0.53528 -0.59926 -6.43970  -0.03
C -0.34996 -1.69871 -5.38481  -0.56
C -3.17780 4.48649 1.89878  -0.08
C 2.29726 -2.89127 0.96474  -0.15
B -1.03397 1.65603 -0.52463  -0.63
H -1.03934 -2.53697 1.53738  0.13
H 0.34258 0.04626 -6.49582  0.10
H -1.79219 -3.03339 -6.28190  0.10
H 1.75369 -2.00171 -5.89593  0.09
H 2.16992 -0.79892 -1.48513  0.10
H -1.50527 -3.36567 -4.57377  0.09
H 1.74393 -1.41347 5.19619  0.15
H 0.99714 -3.40269 -5.10298  0.09
H 2.50208 -3.50390 0.08661  0.15
H 1.13991 -3.14727 3.59913  0.12
H -0.08899 -4.00910 1.69229  0.15
H -2.49959 -1.98457 -5.05965  0.08
H -0.56390 4.10695 3.55381  0.17
H -4.45832 4.54815 3.67120  0.14
H -3.63506 3.76676 1.22402  0.14
H -1.24827 5.14663 1.07233  0.19
H 1.81598 0.19734 4.48104  0.12
H 0.58023 -2.40890 -0.07155  0.11
H 4.32663 -2.28270 1.33789  0.15
H -1.40898 0.02314 -6.24128  0.08
H -2.62460 6.11221 4.06773  0.15
H 1.80358 -1.89267 -3.66117  0.11
H 3.92241 -0.89401 4.00237  0.15
H -0.55830 -2.87343 3.88844  0.14
H 3.14827 -2.35980 3.46223  0.12
H 2.33847 -3.56639 1.81824  0.12
H -0.59887 5.70258 3.15429  0.20
H 3.69222 -0.02424 1.99038  0.13
H -2.14341 4.74261 5.08921  0.14
H -3.52213 5.47800 1.60661  0.14
H -0.20953 -0.70361 3.93536  0.13
H -2.01542 0.04435 -4.08440  0.15
H 0.61958 -3.01712 -6.77175  0.10
H -0.67865 -1.05733 -7.41785  0.10
H 3.51988 -1.30551 0.12362  0.11
H -3.36440 3.16903 3.62593  0.13



Record 3
# C21H36BeBr5Cl8F3MgNO4P

C21H36BeBr5Cl8F3MgNO4P as an isolated structure at a distorted geometry (ωB97M-V/def2-TZVPD, OMol25).

- Charge: +2
- HOMO: -11.35 eV
- E_tot: -505687.670 eV
- Max |F|: 9.95 eV/A
- LUMO energy: -10.11 eV

Each line ends with the Löwdin charge.
Geometry (Å):
Br 0.92209 -4.97683 -3.62323  0.64
Br 1.54697 3.11763 -4.60399  0.84
Br 2.42513 -0.08456 -4.25642  0.82
Br 3.25766 -5.60027 -1.55703  0.68
Br 3.92882 -3.97239 -4.24002  0.46
Cl -5.85852 3.34877 -0.11584  -0.10
Cl -0.28499 -5.86446 6.27256  0.60
Cl 0.60052 5.78675 -1.98844  0.38
Cl 0.15163 -5.06310 3.53506  0.49
Cl -0.84194 -3.15905 5.44266  0.48
Cl -0.86586 -6.99672 3.03235  0.49
Cl 0.63715 -7.63139 0.59563  0.56
Cl 1.88620 -4.09037 5.64004  0.57
P 0.32721 -1.30704 2.09949  0.96
Mg -2.90724 -0.20714 2.88555  1.16
F -0.20596 1.64826 -3.13893  0.07
F 3.15270 1.55285 -2.17534  0.04
F 1.06865 2.97776 -1.96736  -0.02
O 1.19414 -3.88248 0.20672  0.07
O -5.42227 0.79247 1.30560  -0.22
O 4.00165 8.03684 -3.19627  -0.09
O 2.08983 -2.13105 -0.82791  -0.01
N 0.08839 -1.83314 0.42999  -0.18
C -1.24828 -2.45098 0.28125  -0.19
C -6.35088 1.74133 3.34343  -0.06
C -5.24070 -0.54759 1.39593  -0.27
C 2.81793 7.37169 -2.81757  -0.27
C 2.30701 -0.71671 -0.74929  -0.12
C 3.20270 5.91665 -2.50964  -0.25
C 4.63523 6.09989 -1.99140  -0.13
C 1.94032 -1.85225 2.72925  -0.22
C 0.30436 0.54885 1.99341  -0.26
C -3.00362 -0.61497 0.14013  -0.20
C 5.12825 7.22684 -2.89144  -0.17
C -6.57395 1.35487 1.89582  -0.33
C 1.03314 2.13025 -3.01243  -0.93
C -2.12139 -1.57117 -0.64034  -0.13
C 0.57208 -6.65274 2.06468  -1.14
C -4.48488 -1.01760 0.16041  -0.11
C 1.13079 -2.68740 -0.04122  -0.53
C 0.23392 -4.55389 5.23096  -1.95
C 2.57324 -4.38515 -2.85227  -1.57
C 1.35427 0.05803 -1.67406  -0.17
C 2.04700 0.97508 -2.66831  -0.83
Be 4.59180 -3.97593 -6.55666  0.40
H -1.22515 -3.48164 -0.04203  0.13
H 5.89127 7.83456 -2.40158  0.14
H -2.63133 -0.48065 1.18006  -0.02
H -6.78619 2.31624 1.32986  -0.04
H -2.69526 -2.24382 -1.26257  0.13
H 0.74407 -0.67886 -2.17125  0.10
H 0.55467 -5.60718 1.77650  -0.08
H 2.08134 7.46281 -3.61908  0.12
H 4.62622 6.41747 -0.94783  0.12
H 2.51223 5.39961 -1.75654  0.02
H 1.45189 -6.86437 2.66077  0.04
H -7.28259 2.13133 3.73548  0.09
H -7.44324 0.70514 1.81497  0.13
H -4.65896 -0.74048 2.38327  0.05
H 1.89945 -1.78225 3.80655  0.03
H -1.45117 -0.99968 -1.26613  0.10
H 5.24218 5.19998 -2.06649  0.12
H 5.53799 6.84948 -3.83459  0.13
H -4.93201 -0.50498 -0.68177  0.15
H -2.92845 0.36169 -0.32241  0.14
H -6.04155 0.90511 3.96642  0.06
H -1.70470 -2.40628 1.26390  0.06
H 2.78841 -1.31210 2.32373  0.06
H -0.20734 0.97714 2.84765  0.01
H 2.41754 7.86833 -1.92663  0.12
H -6.15755 -1.12850 1.46981  0.15
H -5.59992 2.52281 3.42488  0.08
H 3.18325 5.32325 -3.42066  0.08
H 0.67991 0.64001 -1.05731  0.10
H 2.06229 -2.89321 2.44819  0.03
H 2.38480 -3.44281 -2.35456  -0.07
H 3.32034 -0.55914 -1.09285  0.14
H 2.26799 -0.33002 0.25907  0.09
H -4.62521 -2.08084 0.00932  0.13
H 1.27873 0.99672 1.82669  0.05
H -0.29425 0.76670 1.11161  0.03